Record 1
Density functional theory data (ωB97M-V/def2-TZVPD) for an isolated molecule of C4H7NO2S.

Structure (XYZ):
```
15
Properties=species:S:1:pos:R:3:forces:R:3
O -1.832 -0.421 -1.544 1.370 0.204 -0.081
C -0.793 0.014 -1.081 -0.738 1.084 -0.142
N 0.402 0.143 -1.890 -1.524 -0.622 0.451
C 1.748 0.189 -1.365 -2.713 -1.081 -2.259
O 2.677 -0.355 -1.866 0.480 0.271 0.043
C -0.753 0.502 0.382 1.777 1.479 -2.236
C -0.500 -0.662 1.240 0.840 -2.627 0.250
S 0.477 -0.470 2.727 -0.219 0.522 1.308
H 0.143 -0.142 -2.839 0.835 -0.290 0.375
H 1.617 0.800 -0.535 1.084 1.085 2.333
H -1.567 1.026 0.745 -3.349 -0.243 -0.014
H -0.291 1.497 0.422 2.336 -0.749 0.141
H 0.335 -1.402 0.874 -1.974 1.093 -0.477
H -1.533 -1.182 1.211 1.924 0.217 0.864
H -0.131 0.462 3.519 -0.129 -0.341 -0.556
```
Forces are in eV/Å.

Calculated values
* SMILES: O=CNC(=O)CCS
* maximum force: 3.7 eV/Å
* total charge: 0
* multiplicity: 1
* E_tot: -759.98515 a.u.

---

Record 2
Density functional theory data (ωB97M-V/def2-TZVPD) for a 2-piece molecular cluster, C4H7NO2S overall.

Structure (XYZ):
```
15
Properties=species:S:1:pos:R:3:forces:R:3
O 0.473 0.216 -2.074 -2.184 0.119 -0.210
C -0.271 -0.096 -1.160 3.016 -1.313 1.641
N -1.660 -0.125 -1.134 0.128 0.820 -3.641
C -2.481 -0.047 -0.055 1.468 -1.005 3.384
O -3.669 -0.093 0.039 -0.625 0.359 -1.133
C 0.468 -0.575 0.112 -0.836 1.332 1.610
C 1.885 0.031 0.254 -0.240 -0.581 -0.321
S 2.439 -0.013 1.993 -1.154 4.218 0.074
H -2.012 0.029 -2.102 -0.228 -0.149 1.131
H -1.849 -0.082 0.907 -0.787 0.322 -1.111
H -0.040 -0.109 0.972 -0.024 0.298 -0.204
H 0.314 -1.601 0.494 0.450 -0.029 -1.144
H 2.648 -0.432 -0.380 -0.271 0.110 0.088
H 1.840 1.103 0.065 0.037 -0.495 -0.628
H 1.913 1.795 2.068 1.251 -4.006 0.465
```
Forces are in eV/Å.

Calculated values
* maximum force: 4.4 eV/Å
* total charge: 0
* multiplicity: 1
* E_tot: -759.95823 a.u.

---

Calculated relative energy (zero: lowest compared OMol25 entry of this formula, charge and spin), 57.4 74.2 kcal per mole (same order as the records).